Record 1
{"formula": "C16H12BrN3O3S2V", "method": "the ωB97M-V functional and the def2-TZVPD basis", "symbols": ["V", "C", "S", "C", "S", "N", "N", "C", "C", "C", "C", "C", "C", "N", "H", "H", "H", "H", "H", "H", "H", "H", "O", "C", "Br", "C", "C", "C", "C", "C", "C", "C", "O", "O", "H", "H", "H", "H"], "xyz": [[-0.621, -0.731, -0.103], [3.941, -0.525, -2.890], [3.697, -1.978, -1.813], [2.044, -1.572, -1.323], [1.786, -0.496, 0.001], [1.085, -2.016, -2.059], [-0.136, -1.617, -1.721], [-1.047, -1.540, -2.673], [-2.341, -1.182, -2.238], [-3.484, -1.115, -3.056], [-4.686, -0.764, -2.493], [-4.741, -0.523, -1.114], [-3.586, -0.632, -0.363], [-2.410, -0.927, -0.900], [4.996, -0.497, -3.138], [3.343, -0.645, -3.789], [3.653, 0.370, -2.346], [-0.797, -1.788, -3.699], [-3.389, -1.336, -4.107], [-5.574, -0.680, -3.098], [-5.668, -0.242, -0.643], [-3.594, -0.461, 0.708], [-0.199, -2.976, 1.788], [-0.377, -2.238, 0.926], [4.325, 1.972, 5.056], [2.779, 1.916, 3.954], [2.260, 3.099, 3.454], [1.137, 3.049, 2.653], [0.534, 1.830, 2.353], [1.056, 0.653, 2.885], [2.186, 0.693, 3.682], [-0.635, 1.842, 1.401], [-1.298, 2.844, 1.214], [-0.852, 0.730, 0.780], [2.731, 4.042, 3.685], [0.712, 3.954, 2.248], [0.566, -0.298, 2.692], [2.605, -0.216, 4.085]], "atomic_forces_ev_per_a": [[1.57, -0.29, 0.23], [-0.21, -0.35, 0.19], [0.22, 0.02, -0.06], [-0.27, 0.49, 0.17], [0.02, -0.27, -0.27], [1.50, -0.93, -1.51], [-1.24, 0.72, -0.94], [0.69, -0.77, -0.40], [-0.70, -0.03, -0.10], [0.33, 0.02, 0.28], [0.16, 0.02, 0.27], [0.28, -0.09, -0.05], [-1.06, 0.38, 0.32], [-0.39, -0.33, -1.39], [0.09, 0.05, -0.03], [0.01, 0.08, -0.06], [0.08, 0.09, -0.03], [-0.05, -0.11, 0.13], [0.01, -0.01, -0.12], [-0.08, -0.01, -0.06], [-0.08, -0.02, 0.13], [-0.01, 0.08, -0.10], [0.02, 0.01, -0.58], [-0.22, -1.47, 2.04], [-0.10, -0.01, -0.09], [0.07, -0.08, 0.09], [0.09, -0.04, 0.07], [-0.18, -0.17, -0.06], [0.00, -0.02, -0.17], [-0.26, 0.13, -0.09], [0.06, 0.01, 0.14], [0.04, 2.12, 0.94], [0.30, -0.55, 0.08], [-0.83, 1.11, 1.04], [0.05, 0.05, 0.02], [-0.06, 0.08, -0.07], [0.15, 0.13, -0.02], [0.02, -0.04, 0.04]], "e_lumo_ev": [-1.354, -1.475], "charge": 0, "multiplicity": 2}

---

Record 2
{"formula": "C16H12Cl2FNO2", "method": "the ωB97M-V functional and the def2-TZVPD basis", "symbols": ["O", "C", "C", "C", "C", "O", "C", "C", "C", "C", "F", "C", "C", "N", "C", "C", "C", "Cl", "C", "C", "Cl", "C", "H", "H", "H", "H", "H", "H", "H", "H", "H", "H", "H", "H"], "xyz": [[3.372, -1.339, -2.415], [2.575, -0.756, -1.718], [2.666, -0.774, -0.204], [1.902, -2.003, 0.326], [0.413, -1.869, 0.074], [-0.109, -2.423, -0.869], [-0.384, -1.020, 0.996], [-1.765, -0.979, 0.790], [-2.582, -0.194, 1.576], [-2.002, 0.564, 2.578], [-2.783, 1.346, 3.342], [-0.639, 0.537, 2.818], [0.166, -0.262, 2.030], [1.510, -0.120, -2.301], [0.457, 0.615, -1.755], [0.674, 1.639, -0.837], [-0.409, 2.323, -0.309], [-0.132, 3.550, 0.867], [-1.706, 2.044, -0.703], [-1.901, 1.056, -1.657], [-3.503, 0.696, -2.171], [-0.841, 0.343, -2.186], [3.721, -0.884, 0.054], [2.273, 0.133, 0.244], [2.099, -2.128, 1.390], [2.255, -2.889, -0.206], [-2.180, -1.582, -0.003], [-3.649, -0.159, 1.422], [-0.226, 1.138, 3.613], [1.224, -0.283, 2.235], [1.388, -0.391, -3.271], [1.673, 1.929, -0.556], [-2.540, 2.585, -0.288], [-1.016, -0.441, -2.905]], "atomic_forces_ev_per_a": [[0.22, -0.23, -0.04], [0.05, 0.20, 0.27], [0.11, -0.18, -0.02], [0.01, -0.09, -0.18], [0.24, -0.22, 0.17], [0.02, -0.07, -0.03], [-0.46, 0.10, 0.11], [0.22, -0.05, 0.07], [-0.02, 0.12, 0.24], [0.15, -0.15, -0.12], [0.05, -0.04, -0.05], [-0.19, 0.12, 0.15], [-0.14, -0.16, -0.14], [-0.02, -0.05, -0.74], [-0.44, 0.46, 0.32], [-0.05, -0.04, -0.14], [-0.14, -0.30, -0.23], [0.05, 0.22, 0.17], [0.07, 0.01, -0.06], [0.48, 0.21, 0.02], [-0.28, -0.09, -0.06], [0.04, 0.05, 0.07], [-0.09, 0.09, -0.08], [0.08, 0.01, 0.04], [0.01, 0.01, 0.01], [-0.07, 0.03, 0.08], [-0.04, -0.02, -0.09], [-0.13, 0.03, -0.01], [0.02, 0.07, 0.07], [0.14, 0.00, -0.01], [0.14, 0.02, 0.15], [0.08, 0.02, 0.03], [-0.08, 0.05, 0.05], [-0.04, -0.13, -0.03]], "e_lumo_ev": -0.124, "charge": 0, "smiles": "O=C(CCC(=O)c1ccc(F)cc1)Nc1cc(Cl)cc(Cl)c1"}

---

Record 3
{"formula": "C16H12ClN3OS", "method": "the ωB97M-V functional and the def2-TZVPD basis", "symbols": ["C", "S", "C", "N", "C", "C", "Cl", "C", "C", "O", "N", "C", "C", "C", "C", "C", "C", "C", "C", "C", "C", "N", "H", "H", "H", "H", "H", "H", "H", "H", "H", "H", "H", "H"], "xyz": [[-4.862, -3.125, 0.000], [-3.117, -2.630, 0.000], [-3.289, -0.903, 0.000], [-4.516, -0.388, 0.000], [-4.608, 0.924, 0.000], [-3.486, 1.756, 0.000], [-3.680, 3.455, 0.000], [-2.237, 1.121, 0.000], [-0.919, 1.857, 0.000], [-0.843, 3.067, 0.000], [0.108, 0.976, 0.000], [1.481, 1.202, 0.000], [1.999, 2.478, 0.000], [3.381, 2.689, 0.000], [4.245, 1.631, 0.000], [3.756, 0.308, 0.000], [4.642, -0.790, 0.000], [4.175, -2.073, 0.000], [2.794, -2.311, 0.000], [1.908, -1.268, 0.000], [2.354, 0.071, 0.000], [-2.164, -0.205, 0.000], [-5.341, -2.733, 0.891], [-5.342, -2.733, -0.890], [-4.875, -4.209, 0.000], [-5.607, 1.336, 0.000], [-0.202, 0.008, 0.000], [1.329, 3.322, 0.000], [3.754, 3.702, 0.000], [5.314, 1.789, 0.000], [5.704, -0.591, 0.000], [4.861, -2.908, 0.000], [2.429, -3.327, 0.000], [0.852, -1.500, 0.000]], "atomic_forces_ev_per_a": [[0.38, 0.23, 0.00], [-0.02, -0.51, 0.00], [-0.25, 0.17, 0.00], [-0.05, -0.22, 0.00], [0.35, 0.43, 0.00], [0.36, -0.34, 0.00], [-0.33, 0.17, 0.00], [-0.88, 0.14, 0.00], [0.32, 0.06, 0.00], [0.06, -0.05, 0.00], [-0.12, -0.62, 0.00], [0.41, 0.63, 0.00], [-0.40, -0.12, 0.00], [0.41, -0.29, 0.00], [-0.02, 0.32, 0.00], [-0.30, 0.01, 0.00], [0.00, -0.21, 0.00], [0.23, 0.14, 0.00], [-0.30, 0.03, 0.00], [-0.04, -0.19, 0.00], [0.27, 0.14, 0.00], [-0.03, -0.14, 0.00], [-0.11, -0.05, 0.00], [-0.11, -0.05, 0.00], [0.03, -0.09, 0.00], [-0.03, 0.20, 0.00], [0.02, 0.30, 0.00], [-0.05, -0.02, 0.00], [0.05, 0.07, 0.00], [0.10, 0.02, 0.00], [0.10, 0.01, 0.00], [0.08, -0.04, 0.00], [-0.06, -0.06, 0.00], [-0.06, -0.06, 0.00]], "e_lumo_ev": -0.425, "charge": 0, "smiles": "CSc1ncc(Cl)c(C(=O)Nc2cccc3ccccc23)n1"}

---

Record 4
{"formula": "C16H12CuF16N2O20S4", "method": "the ωB97M-V functional and the def2-TZVPD basis", "symbols": ["Cu", "C", "F", "F", "F", "S", "O", "O", "N", "S", "O", "O", "C", "F", "F", "F", "C", "F", "F", "F", "S", "O", "O", "N", "S", "O", "O", "C", "F", "F", "F", "C", "C", "O", "C", "O", "O", "F", "H", "H", "H", "C", "C", "O", "C", "O", "O", "F", "H", "H", "H", "C", "C", "O", "C", "O", "O", "F", "H", "H", "H", "C", "C", "O", "C", "O", "O", "F", "H", "H", "H"], "xyz": [[-0.625, 0.592, 0.036], [-0.205, -3.392, 2.183], [-1.475, -3.634, 2.328], [0.403, -4.056, 3.129], [0.254, -3.753, 1.015], [0.127, -1.519, 2.453], [0.293, -1.348, 3.941], [1.368, -1.281, 1.743], [-1.206, -0.646, 1.567], [-2.097, -0.389, 2.830], [-2.445, -1.634, 3.558], [-1.721, 0.813, 3.605], [-3.808, -0.022, 1.909], [-4.819, -0.179, 2.795], [-3.782, 1.162, 1.332], [-3.909, -0.973, 1.084], [2.094, 4.087, 1.053], [2.108, 4.577, -0.206], [3.109, 4.417, 1.751], [1.033, 4.603, 1.632], [1.949, 2.124, 1.023], [3.275, 1.676, 1.349], [0.965, 1.640, 1.979], [1.204, 1.637, -0.395], [2.404, 1.797, -1.361], [3.371, 2.872, -1.269], [3.009, 0.487, -1.660], [1.338, 2.271, -2.993], [2.029, 3.054, -3.903], [0.965, 1.110, -3.574], [0.186, 2.885, -2.635], [-2.424, 5.869, 0.331], [-3.073, 5.419, 1.697], [-2.334, 4.249, 1.861], [-2.060, 3.765, 0.683], [-1.638, 2.578, 0.524], [-2.258, 4.613, -0.253], [-4.406, 5.277, 1.704], [-1.520, 6.397, 0.637], [-2.977, 6.536, -0.331], [-2.871, 6.119, 2.508], [2.089, -3.500, -2.703], [1.506, -2.833, -3.904], [0.427, -2.127, -3.340], [0.661, -1.947, -2.066], [0.072, -1.166, -1.315], [1.485, -2.875, -1.595], [1.192, -3.900, -4.647], [3.174, -3.420, -2.631], [1.764, -4.538, -2.631], [2.222, -2.276, -4.508], [4.258, -1.884, 2.309], [3.645, -3.243, 1.904], [3.145, -3.816, 2.988], [3.335, -2.987, 4.032], [3.074, -3.248, 5.190], [3.888, -1.789, 3.648], [4.652, -4.061, 1.458], [3.709, -1.104, 1.781], [5.330, -1.826, 2.116], [2.779, -3.220, 1.242], [-3.409, -1.212, -4.261], [-3.468, -2.355, -3.222], [-3.279, -1.710, -2.011], [-2.853, -0.432, -2.223], [-2.491, 0.404, -1.379], [-2.804, -0.125, -3.478], [-2.461, -3.227, -3.501], [-4.389, -0.937, -4.649], [-2.691, -1.523, -5.020], [-4.397, -2.924, -3.245]], "atomic_forces_ev_per_a": [[0.16, -0.11, 1.09], [-0.61, 1.02, 1.28], [-1.06, -0.37, -0.89], [0.90, -0.05, 0.38], [0.09, -0.13, -0.92], [3.24, 0.20, 2.75], [-1.44, -0.29, -4.34], [-1.24, -0.03, -0.70], [3.32, -1.76, -0.19], [-5.01, 2.54, 4.41], [0.92, 2.27, -1.61], [-0.73, -2.28, -1.73], [2.03, 0.26, 3.74], [0.53, 1.05, -0.43], [-0.74, 0.18, -0.05], [-0.62, -2.06, -2.99], [-1.58, -1.01, -1.86], [0.08, 0.23, 1.17], [1.75, 0.21, 0.31], [-1.22, -0.02, 0.49], [-1.47, -1.33, 4.04], [-0.25, 0.48, -1.35], [-0.26, 1.29, -0.52], [0.69, 1.64, 2.20], [3.15, -2.12, -7.40], [-1.27, -0.82, 0.67], [-1.31, 1.61, 0.32], [0.57, -0.05, 0.34], [-1.24, -1.39, 1.62], [0.42, 0.62, -0.12], [0.96, 0.06, -0.35], [-1.82, 1.30, 1.66], [1.22, 2.87, -0.51], [-1.07, -0.44, 1.93], [2.33, -6.65, -0.22], [-1.11, 3.71, 0.15], [0.79, 0.54, -2.57], [-0.43, -0.95, -0.47], [0.54, -0.48, -0.42], [-0.29, -0.36, 0.19], [0.41, -0.28, 0.04], [1.20, -0.73, 1.46], [1.53, -1.21, 0.68], [-0.34, 1.09, -2.43], [-1.42, 0.53, 4.03], [0.66, -0.82, -1.74], [0.30, 1.39, 0.47], [-1.77, -0.36, -1.77], [-0.08, -0.02, 0.07], [0.28, -0.04, -0.48], [-0.57, 0.84, 0.18], [-1.46, 0.06, -1.48], [0.89, 0.80, -2.49], [-0.66, -0.35, 3.08], [0.01, 0.58, 3.95], [0.32, 0.37, -2.57], [-0.17, -1.35, 1.18], [0.17, -0.24, -0.80], [0.43, 0.15, -0.15], [-0.04, -0.16, 0.29], [0.76, 0.26, -1.07], [0.73, -0.29, 0.77], [-0.57, 0.47, -1.47], [0.32, 0.79, 0.92], [1.52, 1.74, 2.40], [-0.66, -2.45, -0.88], [-1.02, -0.68, -2.02], [0.31, -0.14, 0.48], [0.25, 0.24, 0.04], [-0.27, 0.35, -0.17], [0.05, 0.09, 0.36]], "e_lumo_ev": [-0.095, -3.819], "charge": 0, "multiplicity": 2}

---

Record 5
{"formula": "C16H12IN6O3Ti", "method": "the ωB97M-V functional and the def2-TZVPD basis", "symbols": ["Ti", "C", "C", "N", "C", "C", "C", "O", "C", "C", "N", "C", "C", "C", "C", "C", "C", "I", "C", "O", "H", "H", "H", "H", "H", "H", "H", "H", "H", "H", "H", "H", "N", "C", "N", "C", "N", "O", "N"], "xyz": [[-1.489, 0.590, -0.765], [-2.293, -3.761, -1.615], [-0.935, -3.487, -1.047], [-0.130, -4.490, -0.766], [1.095, -4.264, -0.276], [1.604, -3.008, -0.023], [2.989, -2.829, 0.554], [3.727, -1.847, -0.159], [0.763, -1.911, -0.303], [1.220, -0.557, -0.093], [0.472, 0.495, -0.228], [1.011, 1.798, -0.005], [1.799, 2.092, 1.104], [2.287, 3.373, 1.295], [1.976, 4.386, 0.398], [1.172, 4.124, -0.705], [0.707, 2.836, -0.888], [-0.468, 2.413, -2.622], [-0.511, -2.165, -0.820], [-1.329, -1.127, -1.122], [-2.401, -4.826, -1.794], [-2.441, -3.222, -2.551], [-3.073, -3.442, -0.920], [1.692, -5.146, -0.079], [3.498, -3.793, 0.563], [2.918, -2.501, 1.595], [4.389, -2.266, -0.717], [2.269, -0.411, 0.156], [2.019, 1.307, 1.818], [2.908, 3.584, 2.154], [2.358, 5.387, 0.548], [0.935, 4.909, -1.409], [-2.962, 1.768, 0.244], [-3.823, 2.585, 0.693], [-4.610, 3.328, 1.102], [-5.506, 4.171, 1.566], [-6.289, 4.910, 1.970], [-3.005, 0.401, 2.093], [-2.543, 0.594, 1.053]], "atomic_forces_ev_per_a": [[0.42, -0.20, -0.44], [0.02, -0.01, 0.03], [-0.24, 0.41, -0.12], [0.21, -0.13, 0.06], [-0.17, -0.05, -0.02], [0.05, 0.13, 0.01], [-0.05, -0.07, -0.02], [0.08, 0.01, 0.00], [-0.06, 0.15, -0.02], [0.02, 0.03, 0.02], [0.05, 0.01, -0.01], [0.10, 0.20, 0.05], [-0.03, -0.11, 0.02], [0.01, 0.00, 0.01], [-0.04, 0.01, -0.07], [0.05, 0.02, 0.08], [-0.25, -0.18, -0.32], [0.16, 0.07, 0.23], [0.21, -0.35, 0.03], [-0.12, -0.11, 0.00], [0.02, -0.01, 0.01], [0.00, -0.01, 0.00], [-0.01, -0.01, -0.01], [0.01, 0.00, 0.00], [0.01, 0.01, 0.00], [0.01, 0.00, -0.01], [0.01, -0.02, 0.00], [-0.03, -0.02, 0.01], [0.01, 0.02, 0.02], [0.00, 0.00, 0.00], [0.01, 0.00, 0.01], [0.00, 0.00, 0.00], [-0.07, 0.12, -0.02], [0.04, -0.08, 0.01], [-0.04, -0.01, 0.07], [-0.07, 0.07, 0.01], [0.01, -0.01, 0.00], [-0.03, -0.08, 0.12], [-0.30, 0.21, 0.28]], "e_lumo_ev": [-8.705, -8.986], "charge": 2, "multiplicity": 2}

---

Record 6
{"formula": "C16H12N2O3", "method": "the ωB97M-V functional and the def2-TZVPD basis", "symbols": ["N", "C", "C", "C", "C", "O", "C", "C", "C", "C", "C", "C", "C", "C", "C", "N", "C", "O", "C", "C", "O", "H", "H", "H", "H", "H", "H", "H", "H", "H", "H", "H", "H"], "xyz": [[-3.995, -2.528, -1.696], [-4.213, -1.180, -1.123], [-2.991, -0.352, -1.493], [-2.508, -0.317, -2.725], [-1.277, 0.496, -3.009], [-1.101, 1.110, -4.042], [-0.271, 0.510, -1.879], [1.072, 0.537, -2.113], [1.915, 0.556, -1.024], [1.439, 0.571, 0.252], [2.339, 0.580, 1.464], [3.101, -0.547, 1.675], [3.960, -0.537, 2.764], [3.944, 0.616, 3.509], [3.122, 1.682, 3.243], [2.296, 1.677, 2.200], [0.075, 0.548, 0.499], [-0.424, 0.560, 1.767], [-0.772, 0.498, -0.587], [-2.279, 0.431, -0.416], [-2.871, 0.937, 0.516], [-4.625, -3.184, -1.247], [-3.051, -2.821, -1.467], [-5.136, -0.734, -1.498], [-4.247, -1.256, -0.029], [-2.950, -0.873, -3.547], [1.448, 0.527, -3.128], [2.983, 0.548, -1.220], [3.053, -1.395, 1.004], [4.594, -1.379, 3.008], [4.616, 0.692, 4.360], [3.148, 2.567, 3.870], [-0.392, 1.460, 2.112]], "atomic_forces_ev_per_a": [[-0.37, 0.25, -0.12], [1.01, -0.49, 0.42], [-0.51, 0.09, 0.57], [0.69, 0.20, -0.60], [0.13, 0.08, 0.01], [-0.04, -0.57, 0.38], [-1.10, -0.05, -0.66], [0.23, 0.09, -0.52], [1.13, -0.14, -0.83], [0.29, 0.00, 1.83], [-1.03, -0.14, -1.96], [0.82, -0.38, 0.51], [-0.58, 0.06, -0.64], [1.31, -0.05, 1.67], [-0.22, 0.14, -0.36], [0.20, 0.18, 0.49], [-0.32, 0.51, -0.25], [0.10, -0.23, 0.14], [-1.40, 0.01, 0.15], [0.09, 0.08, 0.31], [0.21, -0.38, -0.62], [0.01, -0.03, -0.11], [-0.05, -0.07, 0.01], [0.05, -0.08, 0.00], [-0.26, 0.46, -0.11], [-0.12, 0.23, 0.05], [0.00, 0.08, 0.05], [-0.02, 0.04, 0.26], [-0.15, 0.09, -0.03], [0.03, 0.07, 0.02], [-0.11, 0.03, -0.04], [-0.09, -0.04, -0.07], [0.07, -0.04, 0.07]], "e_lumo_ev": -0.627, "charge": 0, "smiles": "NCC1=CC(=O)c2ccc(-c3ccccn3)c(O)c2C1=O"}

---

Which largest force on an atom belongs to each record? In order, 2.53; 0.74; 0.89; 8.32; 0.64; 2.22 eV/A.
Which calculated total energy belongs to each record? In order, -144799.9065; -50135.2421; -46663.2179; -192169.7179; -63066.5097; -25908.4379 eV.